Entry 1:
Computed, not measured: C40H46GeIrNO4SSi2 as an isolated structure in a non-equilibrium geometry, with ωB97M-V/def2-TZVPD.

Values from the calculation:
expectation value of S²	0.772
orbital gap (alpha / beta)	0.2133 / 0.1903	Ha
E_HOMO (alpha / beta)	-10.68 / -10.68	eV
ΔE to the lowest compared entry with this formula, charge and spin	42.2	kcal per mole

The geometry in ORCA input format:
```
! RIJCOSX wB97M-V def2-TZVPD def2/J DEFGRID3
* xyz 1 2
Ir 0.305 0.560 -1.831
C -0.059 -0.016 -5.557
Si -0.756 -1.270 -4.369
C -2.192 -2.110 -5.210
C 0.506 -2.553 -3.866
C -1.290 -0.356 -2.773
C -2.007 0.940 -2.900
C -3.032 1.382 -3.714
C -3.386 2.721 -3.603
C -2.685 3.574 -2.753
C -1.619 3.075 -2.031
N -1.342 1.771 -2.088
Si -2.141 -1.371 -1.313
C -3.637 -2.168 -2.077
C -0.958 -2.636 -0.631
C -2.701 -0.164 -0.021
H 0.250 -0.534 -6.468
H 0.813 0.509 -5.170
H -0.806 0.727 -5.845
H -1.841 -2.492 -6.172
H -3.024 -1.436 -5.418
H -2.576 -2.956 -4.646
H 1.172 -2.772 -4.702
H 0.011 -3.486 -3.593
H 1.124 -2.257 -3.018
H -3.527 0.713 -4.401
H -4.202 3.111 -4.197
H -2.951 4.616 -2.668
H -1.006 3.684 -1.381
H -3.401 -3.013 -2.717
H -4.239 -1.457 -2.645
H -4.255 -2.536 -1.253
H -0.752 -3.431 -1.346
H -1.423 -3.087 0.250
H -0.004 -2.221 -0.308
H -3.425 0.552 -0.416
H -1.899 0.393 0.459
H -3.206 -0.732 0.766
O 7.580 0.656 -5.586
C 6.812 -0.114 -4.793
O 7.176 -1.203 -4.463
C 5.487 0.449 -4.347
C 5.171 1.801 -4.382
C 3.939 2.245 -3.934
C 3.015 1.323 -3.444
S 1.478 2.002 -2.916
C 3.325 -0.034 -3.402
C 4.560 -0.461 -3.848
H 7.127 1.465 -5.852
H 5.885 2.539 -4.728
H 3.702 3.301 -3.953
H 2.612 -0.746 -3.019
H 4.832 -1.506 -3.813
O 1.755 -0.182 -0.702
C 1.399 -0.175 0.589
O 0.373 0.346 0.965
C 2.323 -0.869 1.537
C 1.572 -1.259 2.806
Ge 0.154 -0.133 3.655
C -1.244 1.185 3.163
C -1.185 2.222 2.227
C -2.193 3.170 2.127
C -3.298 3.119 2.964
C -3.370 2.117 3.916
C -2.355 1.173 4.012
C -0.873 -1.657 4.369
C -2.104 -2.024 3.824
C -2.764 -3.172 4.238
C -2.210 -3.973 5.227
C -0.991 -3.622 5.787
C -0.329 -2.482 5.353
C 1.147 0.915 5.004
C 0.508 1.928 5.728
C 1.195 2.704 6.648
C 2.550 2.497 6.864
C 3.207 1.507 6.154
C 2.510 0.725 5.242
H 3.139 -0.171 1.752
H 2.769 -1.713 1.007
H 2.283 -1.415 3.613
H 1.075 -2.214 2.633
H -0.329 2.319 1.578
H -2.111 3.967 1.398
H -4.082 3.861 2.888
H -4.213 2.067 4.593
H -2.443 0.408 4.772
H -2.568 -1.395 3.071
H -3.719 -3.436 3.801
H -2.729 -4.860 5.564
H -0.556 -4.236 6.565
H 0.629 -2.232 5.797
H -0.545 2.125 5.572
H 0.670 3.474 7.198
H 3.087 3.103 7.581
H 4.264 1.336 6.312
H 3.062 -0.040 4.714
*
```

Entry 2:
Computed, not measured: C5H5NO2 as an isolated structure in a non-equilibrium geometry, with ωB97M-V/def2-TZVPD.

Values from the calculation:
orbital gap	0.2743	Ha
E_HOMO	-8.16	eV
ΔE to the lowest compared entry with this formula, charge and spin	140.8	kcal per mole

The geometry in ORCA input format:
```
! RIJCOSX wB97M-V def2-TZVPD def2/J DEFGRID3
* xyz 0 1
N 1.096 1.441 -0.548
C -0.704 1.411 -0.728
C 0.694 -0.101 0.371
C -0.727 0.210 0.033
C 1.152 -1.355 0.655
C -1.766 -0.643 0.022
O 1.369 1.028 0.814
O -1.332 2.235 -1.284
H 1.947 1.443 -1.106
H 0.599 -2.247 0.398
H 2.064 -1.470 1.224
H -2.732 -0.351 -0.373
H -1.660 -1.600 0.522
*
```

Entry 3:
Computed, not measured: a 9-piece molecular cluster, C26H73ClN5O12 overall in a non-equilibrium geometry, with ωB97M-V/def2-TZVPD.

Values from the calculation:
expectation value of S²	0.755
orbital gap (alpha / beta)	0.3108 / 0.1040	Ha
E_HOMO (alpha / beta)	-8.18 / -8.18	eV

The geometry in ORCA input format:
```
! RIJCOSX wB97M-V def2-TZVPD def2/J DEFGRID3
* xyz 0 2
Cl 0.324 -0.099 0.002
O 1.183 1.038 -0.076
O -0.450 -0.227 -1.205
O 1.249 -1.228 0.001
O -0.466 0.034 1.180
C -2.650 2.385 -0.574
C -4.078 1.737 -0.820
C -4.897 2.341 -2.012
O -4.220 2.178 -3.293
C -4.699 2.929 -4.407
N -3.716 0.408 -1.236
H -2.625 3.468 -0.451
H -2.015 2.211 -1.443
H -2.209 2.058 0.367
H -4.650 1.914 0.091
H -5.097 3.411 -2.075
H -5.898 1.918 -2.096
H -5.723 2.765 -4.743
H -4.110 2.791 -5.314
H -4.539 3.991 -4.221
H -3.758 0.243 -2.231
H -2.721 0.323 -1.083
C 4.471 1.121 2.000
C 3.191 0.741 2.786
C 2.944 -0.586 3.298
O 1.744 -0.509 4.065
C 0.955 -1.715 4.061
N 3.140 1.687 3.866
H 5.333 0.811 2.592
H 4.535 2.177 1.739
H 4.532 0.565 1.064
H 2.343 0.940 2.131
H 3.717 -1.049 3.912
H 2.807 -1.297 2.484
H -0.043 -1.634 4.490
H 1.436 -2.575 4.529
H 0.686 -2.083 3.071
H 3.158 2.545 3.333
H 4.145 1.748 3.947
C 3.218 -4.596 0.455
C 4.009 -4.944 1.664
C 5.044 -6.080 1.456
O 5.820 -5.885 0.327
C 6.226 -7.069 -0.374
N 4.581 -3.745 2.268
H 2.245 -5.085 0.500
H 3.751 -4.822 -0.469
H 2.946 -3.543 0.381
H 3.412 -5.330 2.490
H 4.502 -7.026 1.476
H 5.785 -6.177 2.249
H 6.930 -6.816 -1.166
H 5.397 -7.635 -0.799
H 6.730 -7.778 0.283
H 5.520 -3.593 1.927
H 4.680 -3.738 3.273
C -1.582 -4.330 -1.993
C -2.908 -4.096 -1.112
C -2.836 -2.843 -0.207
O -4.198 -2.645 0.311
C -4.127 -1.697 1.429
N -4.133 -4.170 -1.899
H -1.775 -4.720 -2.992
H -0.919 -5.006 -1.452
H -1.100 -3.403 -2.304
H -2.994 -4.974 -0.470
H -2.369 -1.987 -0.695
H -2.108 -3.111 0.558
H -4.993 -1.789 2.084
H -3.871 -0.654 1.245
H -3.344 -2.002 2.124
H -3.844 -3.502 -2.599
H -4.030 -4.980 -2.493
C -0.080 3.402 2.410
C 0.124 3.226 3.968
C -0.992 3.946 4.702
O -0.802 3.576 6.057
C -1.934 3.852 6.894
N 0.231 1.778 4.244
H -1.021 2.921 2.146
H 0.702 2.939 1.807
H -0.198 4.463 2.190
H 1.119 3.509 4.313
H -2.013 3.705 4.408
H -0.776 5.010 4.604
H -1.476 3.884 7.883
H -2.712 3.089 6.870
H -2.316 4.866 6.773
H 0.061 1.522 3.282
H -0.740 1.648 4.489
C 0.033 1.936 -3.938
C 0.026 3.347 -4.415
O -0.173 3.361 -5.802
H -0.115 2.037 -2.863
H 1.001 1.455 -4.075
H -0.765 1.360 -4.407
H 0.682 4.107 -3.990
H -0.943 3.645 -4.016
H 0.639 3.122 -6.253
C -2.865 -0.499 -5.560
C -2.289 -1.309 -4.394
O -3.170 -2.342 -4.069
H -2.455 -0.903 -6.486
H -2.466 0.513 -5.500
H -3.950 -0.398 -5.558
H -1.989 -0.610 -3.614
H -1.425 -1.783 -4.860
H -3.483 -2.600 -4.939
C 3.013 3.718 -1.743
C 2.644 5.242 -1.998
O 1.491 5.559 -1.340
H 3.567 3.178 -2.512
H 2.101 3.125 -1.677
H 3.560 3.372 -0.866
H 2.568 5.439 -3.067
H 3.399 5.940 -1.635
H 1.196 4.943 -0.666
*
```

Entry 4:
Computed, not measured: C4H7NO2 in the gas phase in a non-equilibrium geometry, with ωB97M-V/def2-TZVPD.

Values from the calculation:
SMILES	C[C@H]1CNC(=O)O1
orbital gap	0.4046	Ha
E_HOMO	-10.45	eV
ΔE to the lowest compared entry with this formula, charge and spin	34.4	kcal per mole

The geometry in ORCA input format:
```
! RIJCOSX wB97M-V def2-TZVPD def2/J DEFGRID3
* xyz 0 1
C -1.455 -0.940 0.073
C -0.348 -0.215 -0.677
C 0.024 1.097 -0.002
N 1.096 0.649 0.867
C 1.722 -0.437 0.318
O 2.762 -0.933 0.631
O 0.871 -0.968 -0.629
H -1.208 -1.022 1.137
H -1.580 -1.948 -0.331
H -2.405 -0.402 -0.026
H -0.611 -0.073 -1.726
H -0.777 1.603 0.544
H 0.352 1.926 -0.838
H 1.549 1.668 0.635
*
```

- What is the formula in the first record?
  C40H46GeIrNO4SSi2